A structure of composition C17H34HfO2P2 in a non-equilibrium geometry, computed with ωB97M-V with the def2-TZVPD basis set.

Computed properties:
LUMO energy (hartree): -0.316
HOMO-LUMO gap (eV): 5.24
M (g/mol): 510.9
ΔE to the lowest compared entry with this formula, charge and spin (kcal per mole): 0.0
Charge: +2
Maximum force (eV/A): 7.29

Each line ends with the Löwdin charge.
Geometry (Å):
P (1.072, -2.208, -1.075)  0.719
P (0.702, 1.624, -1.378)  0.927
C (0.453, -0.979, -2.309)  -0.372
C (1.309, 0.274, -2.469)  -0.430
H (-0.561, -0.715, -1.974)  0.073
H (0.398, -1.540, -3.248)  0.108
H (2.368, 0.153, -2.213)  0.063
H (1.263, 0.632, -3.499)  0.092
C (-0.454, 2.384, -2.649)  -0.226
H (-1.008, 3.231, -2.220)  0.049
H (-1.192, 1.659, -3.012)  0.049
H (0.123, 2.740, -3.515)  0.059
C (1.923, 3.002, -1.503)  -0.249
H (1.741, 3.632, -2.387)  0.052
H (2.943, 2.614, -1.527)  0.039
H (1.812, 3.639, -0.611)  0.045
C (-0.382, -3.283, -1.097)  -0.190
H (-0.298, -4.040, -0.310)  0.074
H (-0.337, -3.728, -2.097)  0.075
H (-1.272, -2.666, -0.942)  0.053
C (2.239, -3.121, -2.150)  -0.215
H (3.095, -2.504, -2.455)  0.065
H (1.641, -3.393, -3.029)  0.071
H (2.615, -4.022, -1.650)  0.070
Hf (2.158, -1.252, 0.794)  1.695
C (-1.118, 2.581, 0.620)  -0.175
C (-2.292, 2.732, -0.014)  -0.128
C (-3.149, 1.615, -0.475)  -0.164
C (-3.790, 0.804, 0.713)  -0.146
C (-3.214, -0.531, 1.026)  -0.085
C (-1.936, -0.890, 1.046)  -0.114
C (-0.852, 0.080, 0.692)  -0.277
C (-0.870, 1.392, 1.505)  -0.181
C (3.570, -2.206, 2.291)  -0.218
H (-0.377, 3.392, 0.675)  0.109
H (-2.669, 3.752, -0.288)  0.138
H (-2.570, 0.955, -1.161)  0.105
H (-3.984, 2.051, -1.017)  0.117
H (-3.714, 1.397, 1.634)  0.128
H (-4.872, 0.714, 0.523)  0.125
H (-3.953, -1.303, 1.200)  0.118
H (-1.622, -1.913, 1.271)  0.098
H (-0.980, 0.348, -0.342)  0.006
H (0.215, -0.365, 0.745)  -0.007
H (-1.544, 1.274, 2.370)  0.128
H (0.119, 1.490, 1.981)  0.092
H (4.100, -1.273, 2.584)  0.018
H (4.372, -2.943, 2.166)  0.018
H (3.055, -2.560, 3.195)  0.023
C (0.599, -0.202, 4.262)  0.073
C (1.075, -0.693, 2.974)  -0.591
O (1.758, 0.184, 2.246)  -0.186
O (0.852, -1.852, 2.445)  -0.097
H (-0.257, 0.456, 4.041)  0.113
H (1.438, 0.392, 4.703)  0.142
H (0.258, -1.014, 4.914)  0.123

=====

A structure of composition C17H34IrN3O2Se2Si, computed with ωB97M-V with the def2-TZVPD basis set.

Computed properties:
LUMO energy (spin up / spin down) (hartree): 0.008 / -0.060
HOMO-LUMO gap (spin up / spin down) (eV): 5.83 / 5.40
M (g/mol): 690.7
ΔE to the lowest compared entry with this formula, charge and spin (kcal per mole): 15.8
2S+1: 5
Maximum force (eV/A): 0.98

Each line ends with the Löwdin charge.
Geometry (Å):
Ir (-0.144, 0.303, -0.234)  0.732
O (1.265, 3.076, -3.077)  -0.145
C (2.311, 3.785, -2.455)  -0.242
C (2.293, 3.627, -0.923)  -0.560
C (3.311, 4.679, -0.430)  -0.233
O (3.595, 4.614, 0.953)  -0.044
C (2.787, 2.255, -0.427)  -0.518
Se (2.083, 0.623, -1.271)  0.628
C (0.935, 3.976, -0.302)  -0.516
Se (-0.666, 2.912, -0.746)  0.639
H (1.298, 3.206, -4.031)  0.099
H (2.226, 4.854, -2.691)  0.129
H (3.287, 3.437, -2.818)  0.132
H (2.959, 5.680, -0.712)  0.127
H (4.265, 4.506, -0.933)  0.132
H (2.789, 4.777, 1.450)  0.079
H (2.575, 2.157, 0.635)  0.052
H (3.869, 2.201, -0.557)  0.066
H (0.670, 5.006, -0.549)  0.065
H (1.014, 3.892, 0.784)  0.049
N (-2.600, 0.318, -0.080)  -0.064
C (-3.089, -0.391, 1.107)  -0.254
C (-2.930, 0.422, 2.396)  -0.180
C (-1.681, 1.295, 2.488)  -0.280
N (-0.451, 0.572, 2.136)  -0.058
H (-2.984, 1.255, -0.142)  0.055
H (-2.883, -0.184, -0.916)  0.070
H (-2.522, -1.322, 1.176)  0.089
H (-4.146, -0.659, 1.009)  0.115
H (-2.948, -0.281, 3.233)  0.112
H (-3.786, 1.091, 2.517)  0.112
H (-1.633, 1.694, 3.507)  0.114
H (-1.768, 2.141, 1.806)  0.050
H (-0.422, -0.336, 2.588)  0.036
H (0.358, 1.094, 2.450)  0.085
C (2.589, -2.701, 0.239)  -0.202
Si (0.801, -2.939, 0.813)  0.384
C (0.515, -4.812, 0.758)  -0.187
C (0.733, -2.452, 2.651)  -0.185
N (-0.233, -1.933, -0.122)  -0.213
C (-1.188, -2.361, -1.020)  -0.427
C (-1.378, -1.687, -2.251)  -0.097
C (-2.394, -2.035, -3.124)  -0.106
C (-3.241, -3.097, -2.835)  -0.118
C (-3.046, -3.806, -1.655)  -0.099
C (-2.050, -3.449, -0.763)  -0.066
H (3.237, -3.525, 0.549)  0.023
H (3.007, -1.777, 0.642)  0.000
H (2.630, -2.625, -0.849)  0.018
H (1.403, -5.305, 1.158)  0.026
H (0.364, -5.175, -0.261)  0.032
H (-0.340, -5.133, 1.358)  0.021
H (1.232, -3.214, 3.255)  0.031
H (-0.288, -2.354, 3.032)  0.019
H (1.266, -1.513, 2.820)  0.016
H (-0.673, -0.897, -2.515)  0.075
H (-2.522, -1.479, -4.046)  0.101
H (-4.029, -3.375, -3.521)  0.093
H (-3.696, -4.641, -1.421)  0.100
H (-1.939, -3.993, 0.166)  0.089

=====

A structure of composition C17H34O2P2Re in a non-equilibrium geometry, computed with ωB97M-V with the def2-TZVPD basis set.

Computed properties:
LUMO energy (spin up / spin down) (hartree): -0.293 / -0.294
HOMO-LUMO gap (spin up / spin down) (eV): 5.33 / 7.15
M (g/mol): 518.6
ΔE to the lowest compared entry with this formula, charge and spin (kcal per mole): 187.5
2S+1: 4
Charge: +2
Maximum force (eV/A): 6.23

Each line ends with the Löwdin charge.
Geometry (Å):
P (3.082, 1.377, -3.544)  1.054
P (0.009, -0.024, -5.505)  0.905
C (2.782, 0.705, -5.439)  -0.303
C (1.483, 1.053, -6.145)  -0.285
H (2.952, -0.387, -5.483)  0.090
H (3.603, 1.159, -6.017)  0.088
H (1.224, 2.125, -6.068)  0.085
H (1.559, 0.882, -7.244)  0.128
C (0.067, -1.544, -6.518)  -0.156
H (-0.807, -2.134, -6.251)  0.071
H (0.966, -2.136, -6.332)  0.063
H (0.024, -1.351, -7.597)  0.079
C (-1.206, 0.938, -6.628)  -0.181
H (-1.069, 0.865, -7.714)  0.066
H (-1.193, 1.993, -6.325)  0.061
H (-2.202, 0.533, -6.361)  0.060
C (4.834, 0.736, -3.737)  -0.189
H (5.402, 0.915, -2.825)  0.062
H (5.299, 1.300, -4.557)  0.054
H (4.890, -0.329, -4.000)  0.069
C (3.613, 2.974, -4.473)  -0.247
H (2.714, 3.418, -4.900)  0.052
H (4.305, 2.741, -5.295)  0.052
H (4.089, 3.736, -3.838)  0.071
Re (1.524, -1.437, -0.583)  1.385
C (-1.875, 1.020, -3.710)  -0.090
C (-1.418, -0.053, -4.383)  -0.250
C (0.843, -0.960, -3.391)  -0.209
C (1.329, -0.413, -2.199)  -0.403
C (2.462, 3.024, -2.339)  -0.056
C (1.133, 3.243, -2.406)  -0.090
C (0.175, 2.697, -3.460)  -0.189
C (-1.144, 2.071, -2.901)  -0.140
C (2.035, 0.086, 0.762)  -0.235
H (-2.977, 1.022, -3.582)  0.146
H (-1.619, -1.053, -3.935)  0.127
H (1.549, -0.839, -4.215)  -0.006
H (0.213, -1.890, -3.422)  0.102
H (2.889, -2.230, -0.074)  -0.067
H (2.318, 0.139, -2.065)  -0.029
H (2.908, 2.732, -1.356)  0.109
H (0.518, 3.832, -1.692)  0.160
H (0.620, 1.974, -4.167)  0.031
H (-0.096, 3.599, -4.052)  0.144
H (-0.937, 1.722, -1.876)  0.102
H (-1.811, 2.951, -2.826)  0.132
H (1.169, 0.789, 0.816)  0.021
H (2.945, 0.659, 0.480)  0.021
H (2.155, -0.434, 1.754)  0.048
C (-2.493, -0.941, 0.724)  0.028
C (-1.051, -0.674, 0.279)  -0.571
O (-0.716, 0.490, -0.030)  -0.038
O (-0.214, -1.709, 0.225)  -0.215
H (-3.033, 0.015, 0.804)  0.096
H (-2.543, -1.437, 1.695)  0.097
H (-3.003, -1.540, -0.034)  0.090